w | A 10-piece molecular cluster, H20O10 overall. Source: the OMol25 dataset; level of theory: ωB97M-V/def2-TZVPD.

Output
Kohn-Sham gap   10.27 eV
E_HOMO   -10.425 eV
Structure (SMILES)   O.O.O.O.O.O.O.O.O.O
Molar mass   180.15 g mol⁻¹
LUMO level   -0.16 eV

CARTESIAN COORDINATES (ANGSTROEM)
O  0.3560  -0.6175  0.0980
H  0.4584  0.0716  0.7905
H  -0.5750  -0.8861  0.1297
O  0.3518  3.8007  1.1086
H  -0.0509  4.2300  1.8701
H  -0.2053  3.0257  0.9488
O  -2.2181  2.1867  0.8719
H  -2.1444  1.5123  0.1507
H  -2.8163  1.7891  1.5124
O  3.4229  1.4264  1.1306
H  2.5878  1.2311  1.5878
H  3.8184  2.1445  1.6334
O  -2.2649  0.2225  -1.0740
H  -2.7933  0.6622  -1.7532
H  -1.6262  -0.3294  -1.5636
O  -1.9584  -2.5092  0.1780
H  -2.6505  -2.0027  0.6188
H  -2.1620  -2.4246  -0.7657
O  1.8304  0.0164  -2.4411
H  1.0549  0.5242  -2.6953
H  1.6177  -0.3193  -1.5536
O  1.6676  -2.9862  -0.7971
H  1.0736  -2.3599  -0.3476
H  2.4193  -3.0842  -0.2052
O  1.0047  0.5903  2.4973
H  0.5042  1.2119  3.0422
H  1.0140  -0.2359  2.9995
O  -0.8708  -2.0815  -2.5126
H  -0.5418  -2.0963  -3.4184
H  -0.3041  -2.7131  -2.0409

x | A 10-piece molecular cluster, H20O10 overall. Source: the OMol25 dataset; level of theory: ωB97M-V/def2-TZVPD.

Output
Kohn-Sham gap   10.16 eV
E_HOMO   -10.421 eV
Structure (SMILES)   O.O.O.O.O.O.O.O.O.O
Molar mass   180.15 g mol⁻¹
LUMO level   -0.26 eV

CARTESIAN COORDINATES (ANGSTROEM)
O  -0.0130  0.6015  -0.7803
H  0.5765  0.5660  -1.5421
H  0.3349  -0.0703  -0.1831
O  -0.6533  -2.6757  2.9832
H  -1.4755  -2.7943  2.4944
H  -0.2671  -3.5584  3.0100
O  3.2898  0.7277  -4.1718
H  3.3550  0.1630  -3.3934
H  2.8081  1.5021  -3.8600
O  2.8460  -2.6990  -0.2229
H  3.5488  -2.0425  -0.1590
H  3.1789  -3.4489  0.2829
O  2.5388  2.0299  2.9275
H  2.6498  1.1309  3.2566
H  2.6231  1.9418  1.9714
O  -0.1052  1.6089  -5.1556
H  0.7733  1.2770  -5.3726
H  -0.5309  0.8696  -4.7070
O  -3.7190  0.4920  2.2003
H  -4.4099  0.6609  1.5499
H  -3.2561  -0.2800  1.8557
O  -2.8131  1.0572  -0.5226
H  -2.7269  2.0122  -0.4250
H  -3.2590  0.7782  0.2851
O  0.7164  -2.6968  -0.3200
H  1.2667  -2.6361  0.4689
H  -0.1472  -2.9615  0.0162
O  -2.2253  1.8324  2.8573
H  -2.6420  2.5818  3.2973
H  -1.2971  2.0843  2.7936

w takes first place; second place is 0.1213 hartree up.

w | A 10-piece molecular cluster, H20O10 overall. Source: the OMol25 dataset; level of theory: ωB97M-V/def2-TZVPD.

Output
Kohn-Sham gap   10.34 eV
E_HOMO   -10.725 eV
Structure (SMILES)   O.O.O.O.O.O.O.O.O.O
Molar mass   180.15 g mol⁻¹
LUMO level   -0.39 eV

CARTESIAN COORDINATES (ANGSTROEM)
O  -0.0794  -1.0766  -0.6696
H  -0.6883  -0.3938  -0.3664
H  0.5863  -0.5916  -1.1703
O  1.7443  -2.9955  2.9108
H  2.3266  -3.4231  2.2728
H  1.9979  -2.0663  2.8738
O  -5.2518  -0.6247  -0.8330
H  -4.8080  -0.3209  -0.0331
H  -6.1891  -0.5754  -0.6142
O  3.1322  -1.5903  -3.1537
H  2.9324  -2.2890  -2.5206
H  4.0918  -1.6188  -3.2394
O  3.8740  1.8320  1.2116
H  4.0460  2.7359  0.9245
H  2.9830  1.8677  1.5775
O  0.4774  3.9864  -0.8176
H  -0.4417  3.7074  -0.8978
H  0.4372  4.9473  -0.8810
O  -2.3088  -3.3773  -1.5443
H  -1.6842  -4.1062  -1.4569
H  -2.0906  -2.7922  -0.8102
O  -2.6519  4.0109  -0.1095
H  -3.0064  3.7460  0.7467
H  -2.7422  3.2215  -0.6551
O  4.2233  -0.0626  0.3897
H  4.0566  0.7606  -0.0830
H  4.0020  -0.7491  -0.2496
O  -3.0689  -0.5364  2.7397
H  -3.6930  -0.8473  2.0742
H  -2.2066  -0.7786  2.3839

x | A 10-piece molecular cluster, H20O10 overall. Source: the OMol25 dataset; level of theory: ωB97M-V/def2-TZVPD.

Output
Kohn-Sham gap   10.53 eV
E_HOMO   -10.423 eV
Structure (SMILES)   O.O.O.O.O.O.O.O.O.O
Molar mass   180.15 g mol⁻¹
LUMO level   0.11 eV

CARTESIAN COORDINATES (ANGSTROEM)
O  1.6033  1.3487  2.5573
H  2.1549  1.2994  3.3381
H  1.4472  0.4358  2.3157
O  -0.7417  -2.7639  -3.4497
H  -1.0931  -2.3956  -4.2603
H  -0.6367  -2.0100  -2.8693
O  -0.1063  3.0606  1.2984
H  0.3497  2.3609  1.7660
H  0.4734  3.8183  1.3755
O  0.0048  0.3305  -2.8406
H  0.0129  1.2855  -2.9061
H  0.8237  0.0548  -3.2525
O  -0.0662  0.1318  -0.1549
H  -0.7755  -0.5090  -0.1046
H  0.0505  0.2877  -1.0921
O  1.8626  -1.0081  1.0861
H  1.2224  -0.6034  0.5007
H  2.5693  -1.2946  0.5076
O  -1.8416  1.0301  2.2058
H  -1.5846  0.6800  1.3528
H  -1.6536  1.9668  2.1474
O  -1.7970  -2.1879  0.2610
H  -1.5751  -2.4678  1.1490
H  -2.6494  -2.5880  0.0891
O  0.8005  3.1227  -2.4541
H  0.3595  2.9577  -1.6207
H  0.0895  3.2047  -3.0897
O  -0.0986  -3.0477  2.2060
H  0.4796  -2.6016  1.5872
H  0.3157  -3.8984  2.3510

y | A 10-piece molecular cluster, H20O10 overall. Source: the OMol25 dataset; level of theory: ωB97M-V/def2-TZVPD.

Output
Kohn-Sham gap   10.10 eV
E_HOMO   -10.752 eV
Structure (SMILES)   O.O.O.O.O.O.O.O.O.O
Molar mass   180.15 g mol⁻¹
LUMO level   -0.65 eV

CARTESIAN COORDINATES (ANGSTROEM)
O  -0.6978  0.1053  0.4079
H  0.2210  0.3659  0.0617
H  -1.3137  -0.0961  -0.3185
O  -0.5887  -0.9855  3.3828
H  -0.6220  -1.5582  4.1724
H  -1.0454  -1.4549  2.5875
O  -3.1533  -0.1397  -0.9911
H  -3.0005  -0.3584  -0.0596
H  -2.7249  0.6098  -1.2280
O  3.6552  0.3504  1.5381
H  3.6361  -0.5686  1.1010
H  4.4013  0.7770  1.0465
O  2.4821  -1.6673  0.3276
H  1.5526  -1.9969  0.1413
H  2.9080  -1.6470  -0.4613
O  -2.0021  -4.0487  -0.6569
H  -2.3987  -4.1755  0.2144
H  -2.4085  -3.2545  -0.9985
O  1.8738  -2.2943  -2.6850
H  1.8444  -1.5800  -2.0186
H  1.1978  -1.9468  -3.3678
O  2.8912  4.1688  -1.8518
H  2.4563  3.3432  -2.3209
H  3.7142  3.8363  -1.4877
O  0.5569  2.2450  1.8063
H  1.3529  1.9526  1.2652
H  0.2518  1.3238  1.8841
O  -5.0770  3.1324  -0.2004
H  -5.5120  3.0705  -1.0208
H  -4.4510  2.4910  -0.2701

x takes first place; second place is 0.0886 hartree up.

w | A 10-piece molecular cluster, H20O10 overall. Source: the OMol25 dataset; level of theory: ωB97M-V/def2-TZVPD.

Output
Kohn-Sham gap   8.72 eV
E_HOMO   -8.873 eV
Structure (SMILES)   O.O.O.O.O.O.O.O.O.O
Molar mass   180.15 g mol⁻¹
LUMO level   -0.15 eV

CARTESIAN COORDINATES (ANGSTROEM)
O  -1.1919  0.0641  1.3370
H  -1.8962  -0.5950  1.5635
H  -0.6685  -0.4589  0.8348
O  -0.2499  -2.6149  0.6914
H  -1.0950  -2.6440  1.2756
H  0.1434  -1.8474  1.0300
O  -0.1166  2.7720  -0.2678
H  -0.5778  3.6009  -0.2851
H  0.6503  2.9509  0.2862
O  -1.7806  1.7631  0.0709
H  -2.5684  1.9267  -0.5018
H  -1.7999  2.3472  0.7761
O  1.6410  0.8031  2.5674
H  2.6041  0.6340  2.5668
H  1.4989  1.4606  1.9179
O  1.5574  -2.3849  -2.0601
H  1.9733  -3.1289  -1.6324
H  1.2500  -1.6623  -1.4056
O  0.3604  -1.4338  -4.0677
H  0.1500  -0.7158  -3.3876
H  -0.4084  -1.6697  -4.5559
O  -1.0471  2.8322  2.5589
H  -0.1436  3.1807  2.5664
H  -1.1318  2.5066  3.5337
O  2.5188  1.7699  -0.2581
H  1.8939  2.3894  -0.5824
H  2.8726  2.3173  0.4651
O  -1.2286  -4.9219  -1.5038
H  -1.4377  -4.8939  -2.4609
H  -1.7722  -4.3473  -1.0727

x | A 10-piece molecular cluster, H20O10 overall. Source: the OMol25 dataset; level of theory: ωB97M-V/def2-TZVPD.

Output
Kohn-Sham gap   7.68 eV
E_HOMO   -8.127 eV
Structure (SMILES)   O.O.O.O.O.O.O.O.O.O
Molar mass   180.15 g mol⁻¹
LUMO level   -0.45 eV

CARTESIAN COORDINATES (ANGSTROEM)
O  -0.5195  -0.7995  -1.5138
H  -1.4792  -0.7790  -1.8919
H  -0.3462  -0.0131  -1.0504
O  -3.0871  -2.8819  -0.2544
H  -3.2089  -2.0061  -0.5801
H  -2.2453  -3.1564  -0.6789
O  3.7191  0.9816  1.0238
H  3.7301  0.7371  0.0972
H  4.5315  1.6307  1.0238
O  -1.5200  2.4978  -1.5650
H  -1.1960  1.6830  -1.4352
H  -1.7855  2.8554  -0.6889
O  0.3902  -2.2935  2.0337
H  1.1948  -1.8739  1.9205
H  0.0699  -1.7053  2.6871
O  -0.5538  -1.8443  -0.0264
H  0.3375  -1.4908  -0.0342
H  -0.4538  -2.8087  0.1176
O  -4.0140  0.4504  0.5015
H  -4.5788  1.0333  1.0304
H  -4.5145  -0.4153  0.3400
O  -0.6399  3.7132  1.7206
H  -0.4906  2.7829  1.5109
H  -1.5970  4.0160  1.5047
O  1.9943  2.1713  -1.3262
H  2.2634  1.8749  -0.4018
H  1.8820  1.3732  -1.8622
O  4.1020  -2.2508  -0.5743
H  4.7860  -1.7359  -0.9371
H  3.2293  -1.7460  -0.6910

w takes first place; second place is 0.0276 hartree up.